Density functional theory data (ωB97M-V/def2-TZVPD) for a molecular structure, C22H42ClN2OP2Ti in a non-equilibrium geometry.

Properties
**2S+1**: 3
**Net charge**: +1
**Frontier orbital gap (spin up / spin down)**: 6.60 / 7.59 eV
**⟨S²⟩**: 2.014
**LUMO level (spin up / spin down)**: -2.61 / -3.10 eV
**E_HOMO (spin up / spin down)**: -0.33833 / -0.39280 hartree

CARTESIAN COORDINATES (ANGSTROEM)
Ti -0.11438 -0.01609 -0.30301
P -0.03862 -2.46535 -0.76322
P -0.04384 2.49284 -0.48540
N 0.19984 0.09779 -2.26457
C 0.02048 -2.36911 -2.60014
H 0.63119 -3.19291 -2.99766
H -1.00112 -2.48613 -2.99208
C 0.58235 -1.04264 -3.09420
H 1.68641 -1.09857 -3.21759
H 0.20251 -0.86400 -4.12121
C 0.57484 1.32786 -2.95882
H 0.19761 1.26359 -4.00008
H 1.67844 1.40490 -3.07244
C 0.00259 2.58774 -2.32242
H -1.02377 2.73374 -2.69149
H 0.60067 3.45597 -2.63553
C 1.50410 3.44320 -0.07075
C 2.05440 3.17157 1.33128
H 2.99646 3.72883 1.44318
H 2.28928 2.11265 1.48621
H 1.37208 3.51460 2.12113
C -1.64449 3.38250 -0.14513
C -1.95750 3.54260 1.34720
H -2.86315 4.15492 1.45874
H -1.14892 4.04712 1.89541
H -2.15868 2.58015 1.83064
C -1.64766 -3.36990 -0.53280
C -1.97240 -3.67219 0.93234
H -2.89390 -4.26894 0.98101
H -2.14799 -2.75790 1.51040
H -1.17589 -4.25163 1.42202
C 1.51114 -3.44194 -0.44369
C 2.04633 -3.29852 0.98111
H 3.00128 -3.84041 1.04664
H 1.36318 -3.73807 1.72084
H 2.24787 -2.25455 1.24613
C 1.89108 0.00785 -0.00891
O 3.05869 0.01712 0.12441
C -1.82131 4.70326 -0.89880
H -1.13320 5.47598 -0.53939
H -1.69992 4.59558 -1.98205
H -2.84365 5.06085 -0.71879
C -1.82144 -4.61304 -1.40899
H -2.84175 -4.99067 -1.26078
H -1.70383 -4.40156 -2.47691
H -1.12868 -5.41364 -1.12663
C 1.40723 -4.91270 -0.84735
H 2.40069 -5.36990 -0.73694
H 0.72065 -5.46531 -0.19272
H 1.10543 -5.04805 -1.89297
C 1.39424 4.94579 -0.33092
H 0.71275 5.43044 0.38043
H 2.38794 5.39242 -0.18513
H 1.08347 5.18105 -1.35595
H 2.22633 3.01843 -0.79106
H 2.23594 -2.94884 -1.11611
H -2.37381 2.66109 -0.55909
H -2.37057 -2.60915 -0.88228
H -1.54885 -0.00814 -1.36248
H -1.81063 -0.00453 -0.40132
Cl -0.22518 2.55873 4.79419
C -0.22745 1.02390 4.03038
C -0.27196 -0.15366 4.77668
C -0.25561 -1.36123 4.06671
C -0.21879 -1.33850 2.67362
N -0.20430 -0.19812 1.97158
C -0.17439 0.97116 2.63828
H -0.30966 -0.11240 5.85262
H -0.27059 -2.32208 4.57086
H -0.19614 -2.27522 2.10572
H -0.10344 1.88940 2.04805


Density functional theory data (ωB97M-V/def2-TZVPD) for a molecular structure, C22H42ClNO13SSi2 in a non-equilibrium geometry.

Properties
**Frontier orbital gap**: 10.55 eV
**LUMO level**: 0.35 eV
**E_HOMO**: -0.37482 hartree

CARTESIAN COORDINATES (ANGSTROEM)
C -2.10234 1.80566 4.49499
C -1.48392 3.09661 4.02855
O -0.69621 2.90600 2.84289
C -1.15187 3.50712 1.73077
O -2.31990 3.58142 1.46650
C -0.05812 4.00621 0.84747
C 0.18412 3.00655 -0.29863
C 1.59576 3.09768 -0.88268
Si 1.79904 1.93674 -2.34275
C 3.56847 1.34451 -2.49457
C 4.57499 2.49525 -2.33627
C 5.89900 2.04268 -1.68480
C 7.07531 2.68743 -2.40150
S 8.64671 2.15382 -1.72369
O 9.42936 3.30576 -1.41095
O 8.43682 1.13064 -0.74797
Cl 9.46642 1.23162 -3.33867
O 0.74428 0.68484 -2.08723
Si 0.73402 -0.75778 -2.83793
C 0.46907 -0.69295 -4.69393
C -0.81898 0.06799 -5.02181
C -0.70054 1.34130 -5.73512
O -1.04043 1.22458 -4.28668
N 2.19952 -1.68808 -2.53263
C 2.88256 -2.06054 -3.45668
O 3.52791 -2.46627 -4.32234
H -2.27269 1.85217 5.56909
H -3.05207 1.60612 4.00704
H -1.42572 0.97675 4.31430
H -0.80315 3.48206 4.78465
H -2.24856 3.84919 3.85574
H 0.85231 4.14510 1.42304
H -0.38799 4.96197 0.44887
H -0.54715 3.19514 -1.08295
H 0.01687 1.99795 0.07097
H 2.31223 2.79763 -0.11215
H 1.83188 4.12478 -1.15886
H 1.47226 2.70592 -3.57050
H 3.77662 0.53942 -1.79131
H 3.71050 0.92047 -3.49244
H 4.16280 3.28861 -1.71250
H 4.77754 2.94139 -3.30878
H 5.90490 2.34042 -0.64006
H 5.98826 0.96328 -1.75435
H 7.07649 2.36321 -3.43849
H 7.07196 3.77235 -2.36781
H -0.37108 -1.53764 -2.26550
H 0.27831 -1.71920 -5.01160
H 1.27716 -0.23561 -5.26082
H -1.66662 -0.55995 -5.28265
H 0.31048 1.70859 -5.84672
H -1.54209 1.91043 -6.09508
C -3.61751 -0.68024 0.92394
C -3.62279 -0.71511 -0.58936
O -3.32344 -2.03416 -1.08413
C -4.28870 -2.93513 -0.96696
O -5.39027 -2.75728 -0.51167
O -3.83342 -4.09591 -1.44746
C -4.75077 -5.18615 -1.32811
H -2.66862 -1.05992 1.30561
H -3.75826 0.33928 1.28395
H -4.41285 -1.30223 1.33156
H -2.83099 -0.08123 -0.98397
H -4.56938 -0.36707 -1.00133
H -5.70509 -4.94181 -1.78849
H -4.90378 -5.44266 -0.28083
H -4.28773 -6.01918 -1.84770
C -0.88504 -4.11451 6.79564
C -1.40268 -2.75728 6.37367
O -1.69259 -2.69453 4.96751
C -2.80884 -3.31397 4.59041
O -3.58411 -3.87922 5.31698
O -2.91588 -3.21793 3.26458
C -4.02633 -3.94134 2.72370
H -0.01001 -4.38647 6.20429
H -0.60391 -4.09304 7.84841
H -1.64327 -4.88263 6.65630
H -0.64195 -1.99517 6.52822
H -2.28934 -2.47100 6.93943
H -4.95796 -3.64143 3.19733
H -3.86773 -5.01034 2.85690
H -4.07126 -3.70167 1.66612


Density functional theory data (ωB97M-V/def2-TZVPD) for a molecular structure, C22H42HgO16S5 in a non-equilibrium geometry.

Properties
**Frontier orbital gap**: 8.71 eV
**LUMO level**: -0.83 eV
**E_HOMO**: -0.35044 hartree

CARTESIAN COORDINATES (ANGSTROEM)
Hg 1.04165 -2.83492 1.37741
O -1.63280 -2.97895 -1.77172
C -0.75714 -3.05112 -0.75670
O -1.13136 -3.22048 0.43664
O 0.48067 -3.11680 -1.00281
H -1.01178 -2.95936 -2.52384
O 1.51325 1.07775 0.06955
C 1.50950 -0.16559 0.58694
O 2.29482 -1.05656 0.16263
O 0.70793 -0.51522 1.49891
H 2.12506 0.87858 -0.68535
C 3.30084 -4.51483 -2.70200
C 3.84767 -5.90729 -2.39198
C 3.88634 -6.02924 -0.87776
S 4.18549 -4.36812 -0.19467
O 5.51663 -4.27713 0.36489
O 3.05016 -3.94448 0.60305
C 4.05005 -3.51291 -1.80654
H 2.21808 -4.47926 -2.56049
H 3.42352 -4.23041 -3.74785
H 4.86412 -6.00927 -2.77990
H 3.25691 -6.68075 -2.87936
H 4.59860 -6.69931 -0.40236
H 2.89991 -6.25496 -0.46416
H 5.03418 -3.35374 -2.24775
H 3.60672 -2.53141 -1.64510
C -2.15037 -0.47049 5.00545
C -3.14237 -1.28414 4.14055
C -2.33149 -2.09617 3.13891
S -1.05457 -2.79817 4.23423
O 0.20087 -2.91637 3.49296
O -1.65521 -3.90688 4.94457
C -0.99521 -1.39914 5.40170
H -2.65605 -0.04225 5.86594
H -1.88641 0.30936 4.28889
H -3.88845 -0.62640 3.69661
H -3.73897 -1.96914 4.75113
H -1.73674 -1.40517 2.53062
H -2.74881 -2.85584 2.48579
H -0.02452 -0.91265 5.29141
H -0.97833 -1.80075 6.41193
C -2.23781 1.14695 1.03583
C -3.39686 1.83284 1.78954
C -4.38772 2.14897 0.69095
S -4.44703 0.67262 -0.36739
O -4.41929 1.05562 -1.76963
O -5.49367 -0.16542 0.15368
C -2.82242 0.04674 0.14889
H -1.47349 0.72724 1.69134
H -1.72253 1.86293 0.39229
H -2.96639 2.74244 2.20560
H -3.89988 1.20643 2.52377
H -4.04558 2.97407 0.05759
H -5.41448 2.46119 0.88316
H -2.25733 -0.34762 -0.69276
H -3.12636 -0.86283 0.67519
C -0.67625 1.81914 -4.27301
C -1.00455 1.15775 -2.92129
C 0.07720 0.05582 -2.76745
S 1.63366 0.74493 -3.46105
O 2.08062 -0.05384 -4.58307
O 2.56681 1.11448 -2.40993
C 0.81234 2.19742 -4.11904
H -1.29199 2.70074 -4.43653
H -0.78927 1.13143 -5.10942
H -2.00021 0.71492 -2.86907
H -0.98639 1.83929 -2.06851
H -0.15168 -0.75570 -3.46261
H 0.27978 -0.45629 -1.82683
H 1.28543 2.57191 -5.02414
H 0.91296 2.96993 -3.35386
C 0.47788 4.26224 -0.29388
C -0.20474 5.62877 -0.10154
C 0.55933 6.38177 0.98385
S 2.30993 5.82340 0.95097
O 2.69874 5.30460 2.23651
O 3.14831 6.82211 0.30170
C 1.99008 4.47154 -0.26450
H 0.12247 3.83823 -1.23184
H 0.23700 3.57991 0.52399
H -1.26893 5.56526 0.12555
H -0.17079 6.20793 -1.03012
H 0.14563 5.96103 1.90573
H 0.46973 7.46114 1.05664
H 2.47242 3.54110 0.02222
H 2.28294 4.80683 -1.25794


Density functional theory data (ωB97M-V/def2-TZVPD) for a molecular structure, C22H43AlI2N3O5S2 in a non-equilibrium geometry.

Properties
**Net charge**: -1
**Frontier orbital gap**: 7.21 eV
**LUMO level**: 1.75 eV
**E_HOMO**: -0.20079 hartree

CARTESIAN COORDINATES (ANGSTROEM)
C 0.37815 4.19261 5.57340
C -0.71732 5.40659 5.23573
N -0.26928 6.08516 3.95783
C -0.96881 7.40591 3.71913
C -0.20052 8.15630 2.44120
C -0.35065 5.16907 2.75401
S 1.15687 4.71922 2.04356
S -1.92176 4.51435 1.96069
C -1.44588 3.69634 0.30821
C -0.76731 2.18974 0.53121
C 0.31604 1.91615 -0.67613
Al -0.21032 0.40585 -1.96042
C -0.76655 0.91975 -3.87666
C -1.49327 2.42403 -3.95495
O 1.23485 -0.82821 -1.72973
C 0.80583 -2.26165 -1.80918
C 1.13438 -2.83299 -3.30930
C 1.96734 -1.80960 -4.28094
C 3.53325 -1.56515 -3.85926
O 4.32002 -2.78888 -3.64108
C 1.87614 -3.12138 -0.88275
C 1.46854 -4.69427 -0.66704
C 2.03708 -5.33396 0.75372
C 0.85811 -5.40232 1.93307
N 1.44772 -5.00896 3.28934
C -0.74631 -2.28124 -1.24499
O -0.49983 -2.31074 0.23514
N -1.31521 -1.36740 0.74133
O -0.87708 -0.89533 1.78008
C -1.78817 -3.43245 -1.77879
I -3.17687 -2.51185 -3.21370
C -2.50387 -4.32143 -0.60366
C -3.69137 -3.55982 0.22909
I -3.21429 -6.17362 -1.52723
O -1.42065 -0.94513 -1.35960
H 0.36036 4.03023 6.74278
H 0.15321 3.21775 4.96198
H 1.45986 4.56468 5.30416
H -0.58985 6.19081 6.12580
H -1.82369 4.99900 5.18445
H -0.73302 8.09241 4.66562
H -2.13189 7.30744 3.54720
H -0.28232 9.33075 2.55246
H 0.94010 7.85493 2.46407
H -0.70287 7.81164 1.43811
H -2.40416 3.50142 -0.37314
H -0.73291 4.39779 -0.33652
H -1.59425 1.36505 0.43818
H -0.17427 2.13932 1.54287
H 1.36154 1.65952 -0.16031
H 0.54176 2.87980 -1.34083
H 0.11473 0.96029 -4.65042
H -1.62960 0.16145 -4.19960
H -2.38503 2.36854 -4.72157
H -0.67411 3.14890 -4.43262
H -1.88493 2.79568 -2.91402
H 1.67451 -3.88249 -3.33063
H 0.08124 -3.01344 -3.83946
H 1.39056 -0.79552 -4.43173
H 1.99378 -2.32074 -5.35985
H 3.56738 -0.86335 -2.90969
H 4.04093 -0.93441 -4.73608
H 5.07132 -2.48945 -3.02008
H 2.10016 -2.61832 0.16394
H 2.91211 -3.11726 -1.46449
H 0.30775 -4.90522 -0.66862
H 1.92049 -5.31882 -1.55425
H 2.30366 -6.45806 0.51469
H 2.99480 -4.76837 1.12163
H -0.05214 -4.70025 1.67019
H 0.48712 -6.52136 2.01123
H 2.05374 -5.79503 3.66403
H 0.66853 -4.89645 3.98806
H -1.12984 -4.19760 -2.41646
H -1.68606 -4.64324 0.20445
H -3.29319 -3.04474 1.22951
H -4.42731 -4.41712 0.61375
H -4.35721 -2.83085 -0.40007


Density functional theory data (ωB97M-V/def2-TZVPD) for 6 unconnected molecules or ions with the total composition C22H43BF2N5O20PSSi in a non-equilibrium geometry.

Properties
**SMILES**: C[Si](C)(CCC(F)(F)[C@@](CP(=O)(O)O)(OC(=O)CCCS(=O)(=O)O)B(O)O)c1ccccc1.C[N+](=O)[O-].C[N+](=O)[O-].C[N+](=O)[O-].C[N+](=O)[O-].C[N+](=O)[O-]
**Frontier orbital gap**: 8.30 eV
**LUMO level**: -0.45 eV
**E_HOMO**: -0.32137 hartree

CARTESIAN COORDINATES (ANGSTROEM)
C 6.61456 0.78365 -0.20169
Si 4.90851 0.77382 -1.10636
C 4.87685 2.12013 -2.47062
C 3.58199 1.15757 0.26412
C 2.12752 1.16853 -0.41723
C 0.95405 1.76820 0.49285
F 1.57235 2.13657 1.75492
F 0.05738 0.70292 0.79979
C 0.20804 3.06361 -0.16407
C 1.33334 4.24458 -0.08957
P 1.11081 5.48646 1.29089
O -0.03340 6.50961 1.06093
O 1.08331 4.81263 2.86351
O 2.54653 6.45952 1.27264
O -0.07409 2.91437 -1.57513
C -1.00538 1.87999 -1.87716
O -0.53119 0.72139 -2.05444
C -2.57431 2.04622 -2.10762
C -3.28750 0.86466 -2.90911
C -4.74001 0.64696 -2.19499
S -4.55172 -0.31571 -0.59128
O -3.24392 -1.09221 -0.55637
O -4.51447 0.60736 0.61673
O -5.78670 -1.45162 -0.43590
B -1.09561 3.34429 0.78116
O -2.21529 4.10127 0.23360
O -1.23794 2.94879 2.15612
C 4.64016 -0.96857 -1.87137
C 4.77740 -2.24073 -0.95456
C 4.52140 -3.66435 -1.55322
C 4.13527 -3.90644 -3.03409
C 4.03990 -2.65353 -3.95336
C 4.28980 -1.24332 -3.36231
H 7.45792 0.81113 -0.97105
H 6.64726 -0.17973 0.43688
H 6.63097 1.72597 0.46612
H 4.38895 1.79184 -3.44981
H 5.97678 2.35865 -2.72232
H 4.42032 3.10027 -2.06828
H 3.88114 2.16213 0.74429
H 3.60930 0.30413 1.04548
H 1.86754 0.06416 -0.64051
H 2.15882 1.67783 -1.45119
H 2.40045 3.84416 -0.03929
H 1.26419 4.83270 -1.08378
H 0.37496 5.34744 3.31245
H 3.28590 5.80669 1.15059
H -2.86392 3.03612 -2.63444
H -3.05542 2.10531 -1.05906
H -3.42350 1.12342 -4.02313
H -2.77340 -0.14968 -2.86089
H -5.40917 0.07304 -2.91640
H -5.11667 1.70290 -1.94678
H -5.57915 -1.93734 0.42238
H -2.05639 4.30708 -0.71299
H -2.14836 2.56841 2.22330
H 5.04286 -2.17183 0.14892
H 4.59030 -4.58941 -0.88010
H 3.92922 -4.96236 -3.42346
H 3.75330 -2.80448 -5.04375
H 4.20309 -0.36098 -4.09631
C -4.83001 5.74275 0.54791
N -5.57152 6.21842 -0.64917
O -5.48299 7.40193 -0.93121
O -6.21767 5.38442 -1.26521
H -4.30379 6.58503 0.99333
H -5.55982 5.33203 1.24499
H -4.12597 4.98015 0.21688
C -5.28569 -4.85753 2.99853
N -5.10260 -3.98136 1.81240
O -5.44587 -2.80879 1.91928
O -4.62407 -4.49271 0.81876
H -5.71935 -4.27004 3.80572
H -5.95343 -5.66610 2.70932
H -4.30456 -5.23634 3.28119
C -4.50279 -8.62043 5.43233
N -5.50541 -7.52572 5.35128
O -6.00597 -7.30200 4.25872
O -5.75539 -6.92882 6.38429
H -4.38158 -9.05957 4.44414
H -3.56664 -8.18351 5.77780
H -4.87893 -9.35913 6.13887
C -0.84082 -8.84888 2.76544
N -1.99639 -9.56087 3.37133
O -1.88154 -9.93711 4.52776
O -2.97885 -9.71760 2.66540
H -0.04356 -8.78251 3.50341
H -0.51779 -9.42487 1.89910
H -1.18211 -7.85577 2.47534
C 7.73629 5.38373 -3.76726
N 6.58725 4.65858 -3.16487
O 6.70736 4.28116 -2.00466
O 5.60565 4.49374 -3.87702
H 8.53156 5.45699 -3.02772
H 8.06702 4.81292 -4.63433
H 7.38502 6.37362 -4.05573


Density functional theory data (ωB97M-V/def2-TZVPD) for a molecular structure, C22H43Br2O6P2PdSi.

Properties
**Net charge**: -1
**Frontier orbital gap**: 6.47 eV
**LUMO level**: 2.50 eV
**E_HOMO**: -0.14588 hartree

CARTESIAN COORDINATES (ANGSTROEM)
Pd 0.34651 1.20017 -2.25203
C -0.51633 -0.54841 4.94499
C -0.53864 0.10755 3.58087
C -1.92053 0.17103 2.96347
O 0.31487 -0.69043 2.72197
P 1.21238 0.03489 1.62403
O 0.78732 1.40134 1.29916
C 1.18650 -1.16625 0.28504
P -0.44702 -1.59902 -0.37451
O -1.15562 -0.44818 -0.95323
O -0.17658 -2.87306 -1.27027
C 0.06945 -2.99987 -2.70791
C 1.19963 -2.11851 -3.17761
C -1.22915 -2.77670 -3.45204
O -1.26866 -2.22109 0.82369
C -1.27684 -3.54709 1.38387
C 0.11729 -4.05988 1.69370
C -2.07942 -4.49265 0.50817
O 2.64560 -0.12245 2.29580
C 3.89782 0.51136 1.90609
C 4.47501 -0.16731 0.67872
C 3.76149 2.01330 1.75125
H -1.13248 0.01907 5.64435
H 0.50110 -0.59834 5.33297
H -0.91427 -1.56322 4.87832
H -0.12074 1.11491 3.63613
H -2.33552 -0.83386 2.86465
H -1.87571 0.62527 1.97319
H -2.58503 0.76903 3.59105
H 1.67644 -2.07123 0.64808
H 1.79248 -0.77495 -0.54152
H 0.37763 -4.04518 -2.78247
H 0.91954 -1.06426 -3.18765
H 1.41512 -2.34940 -4.22265
H 2.12174 -2.24175 -2.61460
H -1.56524 -1.74715 -3.32819
H -1.99964 -3.46362 -3.09658
H -1.07096 -2.94374 -4.51853
H -1.80881 -3.40368 2.32736
H 0.68643 -4.21951 0.77697
H 0.03701 -5.01612 2.21413
H 0.64824 -3.35914 2.33844
H -1.53373 -4.73494 -0.40227
H -3.02980 -4.03417 0.23547
H -2.28151 -5.41529 1.05604
H 4.53335 0.29649 2.76813
H 3.92762 0.08296 -0.23217
H 4.48794 -1.25065 0.80878
H 5.50249 0.17114 0.53051
H 3.16640 2.26781 0.87789
H 4.75993 2.43771 1.62513
H 3.30147 2.45395 2.63597
Br -0.99447 1.05190 -4.44135
C 3.77448 0.44947 -2.73368
Br 2.70259 2.12483 -2.00302
H 3.72063 0.72532 -3.79796
H 4.76769 0.81130 -2.41344
C -0.79082 4.34880 -3.31882
Si -0.56152 3.20422 -1.85980
C 0.44575 4.15423 -0.58975
C -2.19773 2.74117 -1.03735
C -2.41276 3.04915 0.30850
C -3.60049 2.71120 0.94564
C -4.59810 2.04813 0.24658
C -4.39872 1.72443 -1.08941
C -3.21134 2.06352 -1.72110
H -1.17850 5.30482 -2.95149
H -1.47267 3.93368 -4.05761
H 0.17367 4.52603 -3.79913
H -0.07081 5.08853 -0.34186
H 1.42416 4.41523 -0.99449
H 0.58867 3.56563 0.31668
H -1.63649 3.54383 0.87926
H -3.74054 2.95782 1.99220
H -5.52283 1.77571 0.74225
H -5.16569 1.19079 -1.63838
H -3.05080 1.77335 -2.75265